1.
{"formula": "C22H18ClN5O6", "method": "ωB97M-V with the def2-TZVPD basis set", "symbols": ["C", "O", "C", "C", "C", "C", "C", "N", "C", "O", "C", "C", "O", "N", "N", "C", "C", "C", "C", "C", "C", "C", "C", "N", "O", "O", "C", "C", "C", "Cl", "O", "C", "C", "N", "H", "H", "H", "H", "H", "H", "H", "H", "H", "H", "H", "H", "H", "H", "H", "H", "H", "H"], "coordinates": [[2.758297, -3.961094, 4.903983], [1.818433, -3.932294, 3.860474], [2.404793, -4.114336, 2.598210], [1.372687, -4.019500, 1.514061], [0.048878, -3.716618, 1.786103], [-0.864365, -3.627233, 0.740503], [-2.301170, -3.295435, 0.962918], [-0.494958, -3.823082, -0.519621], [0.759519, -4.105410, -0.803822], [1.097490, -4.242048, -2.099087], [0.009840, -4.181542, -3.007134], [-0.882827, -2.952032, -2.804179], [-2.079497, -2.984093, -2.967873], [-0.155584, -1.829790, -2.510639], [-0.567733, -0.619854, -2.090543], [-1.796857, -0.270415, -2.068622], [-2.146464, 1.027025, -1.568726], [-3.381033, 1.642091, -1.514191], [-3.171297, 2.901747, -0.935213], [-1.820875, 2.985351, -0.661490], [-0.985373, 3.980743, -0.018837], [0.262634, 3.572825, 0.459499], [1.104370, 4.466632, 1.097019], [2.379064, 4.006272, 1.592587], [2.638286, 2.828858, 1.472882], [3.109740, 4.827108, 2.103624], [0.740393, 5.797296, 1.277869], [-0.482631, 6.218888, 0.800033], [-1.335733, 5.329029, 0.157918], [-2.817242, 5.955682, -0.441318], [-1.212132, 1.841502, -1.047005], [1.755435, -4.225982, 0.181152], [3.081501, -4.536276, -0.176020], [4.163637, -4.791658, -0.457607], [3.499835, -3.160744, 4.792686], [2.200463, -3.814408, 5.826279], [3.282088, -4.924032, 4.941447], [3.181550, -3.349703, 2.420402], [2.905480, -5.096824, 2.541825], [-0.256224, -3.551461, 2.805318], [-2.390423, -2.347242, 1.489835], [-2.809781, -3.230343, 0.005245], [-2.774156, -4.064316, 1.571362], [-0.625262, -5.068064, -2.908954], [0.460203, -4.160399, -4.002610], [0.850675, -1.927479, -2.432879], [-2.626641, -0.890326, -2.395896], [-4.311694, 1.234348, -1.851637], [-3.923772, 3.633131, -0.729840], [0.573469, 2.546778, 0.332332], [1.413708, 6.472962, 1.781197], [-0.787561, 7.246670, 0.916853]], "forces_ev_per_angstrom": [[0.14, -0.01, 0.11], [-0.28, 0.01, -0.35], [0.28, -0.04, 0.12], [-0.11, 0.01, -0.14], [0.10, -0.02, -0.02], [0.30, -0.04, 0.19], [-0.07, 0.00, 0.03], [0.21, -0.36, -0.17], [-0.01, 0.02, 0.74], [0.37, 0.05, 0.16], [-0.47, -0.13, -0.24], [0.20, 0.00, -0.26], [-0.16, 0.10, -0.11], [0.42, -0.23, -0.33], [-0.12, 0.63, 0.24], [0.19, -0.70, -0.20], [-1.16, 0.58, 0.08], [0.86, -0.71, -0.14], [0.74, 0.27, 0.27], [-1.21, 0.21, -0.18], [0.34, 0.26, 0.17], [0.21, 0.07, 0.13], [-1.19, 0.46, -0.46], [0.43, -0.20, 0.18], [0.11, -0.27, -0.02], [0.22, 0.19, 0.14], [0.21, -0.25, 0.03], [-0.02, -0.14, -0.03], [0.37, -0.30, 0.07], [-0.25, 0.23, -0.07], [0.35, -0.03, 0.02], [-1.02, 0.21, -0.04], [0.46, -0.11, -0.14], [0.37, -0.08, -0.05], [-0.03, -0.03, 0.02], [0.09, -0.01, 0.02], [-0.02, 0.04, 0.02], [-0.09, -0.13, 0.00], [-0.05, 0.15, -0.02], [-0.05, 0.03, 0.11], [-0.06, 0.06, 0.05], [-0.05, 0.01, -0.01], [-0.08, -0.03, 0.06], [0.04, 0.22, -0.02], [-0.05, -0.01, 0.12], [-0.34, -0.02, -0.01], [0.13, -0.05, -0.04], [-0.17, -0.16, -0.10], [-0.03, 0.13, 0.05], [0.01, 0.01, 0.02], [0.01, 0.03, 0.01], [-0.04, 0.07, 0.00]], "lowdin_charge": [-0.1002, -0.1871, -0.1785, -0.1060, 0.0466, -0.2728, -0.0106, 0.1832, -0.2793, 0.0003, -0.0717, -0.4723, 0.0704, 0.0476, 0.0928, -0.0635, -0.2475, 0.0057, -0.0240, -0.2204, -0.1344, 0.0810, -0.1382, -0.3626, 0.0894, 0.0845, 0.0120, -0.0868, -0.5745, 0.7644, 0.0939, -0.0967, -0.1822, 0.1844, 0.0931, 0.0916, 0.0923, 0.1479, 0.1452, 0.1240, 0.0874, 0.0776, 0.0872, 0.1412, 0.1425, 0.1523, 0.1209, 0.1146, 0.0713, 0.1342, 0.1219, 0.1078], "fmax_ev_per_a": 1.35, "total_energy_ha": -2034.43319, "charge": 0, "lumo_energy_ev": -0.7}


2.
{"formula": "C22H18N2O2S2", "method": "ωB97M-V with the def2-TZVPD basis set", "symbols": ["S", "S", "O", "O", "C", "C", "C", "C", "C", "C", "C", "C", "C", "C", "C", "C", "C", "C", "C", "C", "C", "C", "N", "N", "C", "C", "C", "C", "H", "H", "H", "H", "H", "H", "H", "H", "H", "H", "H", "H", "H", "H", "H", "H", "H", "H"], "coordinates": [[-5.209221, 1.547200, 2.051877], [3.988197, 3.151835, -1.525879], [-2.534174, 2.759076, 2.117458], [2.254732, 2.858407, 0.575726], [-3.584908, 1.940477, 1.706436], [2.980983, 2.273551, -0.416762], [-0.497708, 1.511892, 1.955458], [0.715791, 1.295800, 1.397399], [-1.237308, 2.814707, -0.148856], [0.167328, 2.913472, -0.454187], [-3.135694, -3.060172, 3.442236], [4.545749, -2.215530, -3.256561], [-1.873891, -2.728509, 2.941937], [-4.257845, -2.553550, 2.887661], [3.497831, -2.542800, -2.404889], [4.745584, -0.902170, -3.681404], [-1.796939, -1.816323, 1.907642], [-4.190311, -1.629306, 1.887971], [2.698106, -1.503601, -1.983407], [3.945850, 0.107130, -3.288690], [-3.006089, -1.094149, 1.491132], [2.847623, -0.152127, -2.472244], [-2.784518, 1.307901, 0.786810], [2.056558, 1.305404, -0.702710], [-1.625493, 2.145770, 1.180548], [1.185267, 2.054048, 0.222589], [-3.001882, -0.182631, 0.297046], [1.885802, 0.850610, -2.065547], [-0.667959, 1.169950, 2.929103], [1.580386, 0.644180, 1.746429], [-2.025103, 3.366635, -0.665701], [0.485149, 3.471352, -1.305298], [-3.049504, -3.780321, 4.200472], [5.175045, -3.033976, -3.579047], [-0.978738, -3.245068, 3.311979], [-5.198344, -2.979575, 3.166605], [3.394741, -3.647807, -2.147465], [5.645136, -0.593759, -4.279907], [-0.863732, -1.569777, 1.327964], [-4.967893, -1.229149, 1.275115], [1.845074, -1.585236, -1.285368], [4.110073, 1.091401, -3.694643], [-2.109044, -0.424932, -0.373182], [-3.923529, -0.267107, -0.249090], [1.876543, 1.721510, -2.712850], [0.892280, 0.435266, -2.113909]], "forces_ev_per_angstrom": [[2.57, 1.50, 0.00], [-0.80, -1.74, 2.30], [-1.21, 1.56, 0.17], [2.32, 0.62, 1.05], [-0.40, -1.91, -0.96], [0.60, 2.73, -3.57], [1.73, -0.33, -2.16], [-0.12, -0.46, 0.75], [5.03, 1.37, 1.28], [-5.45, -1.16, 0.58], [2.17, 0.19, -0.16], [0.13, -0.03, -0.27], [0.45, 0.38, -0.73], [-1.38, -0.90, 0.37], [0.35, -1.07, -0.01], [2.63, -1.17, -0.83], [-0.54, 2.16, -1.00], [-0.05, 1.31, -0.68], [-1.38, 2.04, 0.13], [-1.93, 1.12, 0.29], [2.97, -2.42, -0.69], [1.82, -3.15, 0.15], [-1.53, -2.61, -0.06], [1.44, 0.26, 0.73], [-0.02, -1.26, -1.24], [-2.78, -0.66, -0.48], [2.80, 1.72, 0.82], [-1.66, 0.99, 0.37], [-0.74, -0.70, 1.16], [-1.51, 0.93, 0.36], [0.40, -0.20, 0.05], [0.24, 0.29, -0.54], [-0.88, -0.91, 1.04], [0.24, 0.21, -0.18], [-0.43, 0.26, -0.21], [-0.53, 0.01, 0.22], [-0.22, 1.83, 0.00], [-0.99, -0.79, 0.42], [-0.81, -0.35, 1.01], [-1.29, -0.25, 0.50], [0.52, -0.58, -0.38], [0.01, 0.26, 0.19], [-1.25, 0.52, 0.76], [-0.30, 0.45, -0.26], [0.29, 0.21, -0.31], [-0.52, -0.26, 0.01]], "lowdin_charge": [0.6435, 0.6340, 0.0353, 0.0442, -0.7455, -0.6891, 0.0632, 0.0512, 0.1079, 0.0909, -0.0911, -0.0937, -0.0887, -0.0793, -0.0953, -0.0953, -0.0272, -0.0984, -0.0308, -0.0795, -0.2352, -0.2112, -0.0051, 0.0298, -0.3791, -0.4956, -0.0404, -0.1670, 0.1107, 0.1590, 0.1223, 0.1125, 0.0914, 0.0987, 0.1094, 0.1084, 0.1285, 0.1264, 0.1115, 0.0832, 0.1117, 0.0884, 0.1390, 0.1038, 0.1122, 0.1303], "fmax_ev_per_a": 5.60, "total_energy_ha": -1905.31559, "charge": 0, "lumo_energy_ev": -0.4}


3.
{"formula": "C22H18N7NiO5S4", "method": "ωB97M-V with the def2-TZVPD basis set", "symbols": ["Ni", "N", "C", "C", "C", "C", "C", "C", "S", "N", "C", "C", "C", "C", "C", "C", "N", "H", "H", "H", "H", "H", "H", "H", "H", "H", "N", "C", "C", "C", "C", "C", "C", "S", "O", "O", "N", "C", "N", "C", "C", "C", "N", "H", "H", "H", "H", "H", "H", "H", "H", "H", "O", "S", "O", "O", "S"], "coordinates": [[0.479597, 0.232794, 0.087067], [1.424517, -2.171954, -3.129196], [0.386210, -2.141961, -4.080099], [-0.277212, -3.314480, -4.402598], [-1.300815, -3.313230, -5.340461], [-1.673463, -2.129256, -5.951931], [-1.023687, -0.949508, -5.611464], [0.005922, -0.947791, -4.685739], [0.809178, 0.568979, -4.265806], [1.701631, 0.188487, -2.892029], [1.861025, -1.012789, -2.509335], [2.681999, -1.233344, -1.285996], [3.627816, -2.243266, -1.223097], [4.404833, -2.347334, -0.077854], [4.217824, -1.444282, 0.950141], [3.229705, -0.477921, 0.820267], [2.477201, -0.384200, -0.272925], [1.348366, -2.947942, -2.487177], [0.007472, -4.234098, -3.905512], [-1.809496, -4.237817, -5.578166], [-2.474887, -2.112545, -6.678415], [-1.327206, -0.013246, -6.064522], [3.779514, -2.905867, -2.063897], [5.153264, -3.125989, -0.000626], [4.802308, -1.489077, 1.857840], [3.012440, 0.235070, 1.608620], [-3.264272, 0.172090, 5.538794], [-2.166035, 0.763074, 4.896128], [-1.034115, 0.004057, 4.606338], [0.031599, 0.573348, 3.941092], [-0.013194, 1.909176, 3.569230], [-1.113394, 2.686480, 3.893072], [-2.182100, 2.117354, 4.564101], [1.272040, 2.556700, 2.553886], [1.295749, 3.987445, 2.710553], [2.475519, 1.818526, 2.873860], [0.895679, 2.120325, 1.037362], [-0.193154, 2.624055, 0.402625], [-0.397881, 1.939824, -0.755918], [-1.496384, 2.185474, -1.445152], [-2.379736, 3.178050, -1.050292], [-2.066912, 3.839649, 0.129406], [-0.999683, 3.580045, 0.871929], [-3.332067, -0.817368, 5.347678], [-4.137814, 0.626485, 5.316189], [-1.017075, -1.053019, 4.842834], [0.880264, -0.035282, 3.666199], [-1.132351, 3.725083, 3.594883], [-3.051884, 2.717936, 4.806406], [-1.658911, 1.567768, -2.320930], [-3.276780, 3.399481, -1.608102], [-2.727734, 4.612850, 0.511663], [0.410685, -1.434759, 1.542197], [-1.022755, -1.421120, 1.104558], [-1.442327, 0.002882, 1.227195], [-1.871768, -2.388311, 1.742523], [-0.807266, -1.605734, -0.927397]], "forces_ev_per_angstrom": [[0.08, 0.13, 0.18], [0.17, -0.05, -0.17], [-0.09, 0.01, -0.01], [-0.01, -0.01, -0.01], [0.02, 0.00, 0.01], [0.00, 0.01, -0.01], [-0.03, 0.03, 0.01], [-0.03, -0.03, -0.01], [0.05, 0.02, -0.11], [0.02, -0.19, 0.07], [-0.01, 0.17, -0.01], [0.12, 0.08, 0.13], [0.07, 0.11, -0.02], [0.02, -0.01, 0.00], [0.00, 0.02, 0.00], [0.01, 0.01, -0.03], [-0.30, -0.16, -0.20], [-0.07, 0.02, 0.07], [0.00, 0.00, 0.02], [0.00, -0.01, 0.00], [0.00, -0.01, 0.00], [-0.01, 0.02, 0.00], [-0.05, -0.01, -0.01], [0.00, 0.01, 0.01], [0.01, 0.00, 0.00], [0.00, -0.01, 0.01], [-0.03, -0.01, -0.02], [0.01, 0.01, -0.02], [-0.03, 0.02, -0.01], [0.03, -0.07, 0.00], [0.03, -0.02, -0.02], [-0.06, 0.06, 0.00], [0.01, -0.03, -0.01], [0.10, 0.10, 0.04], [0.03, -0.07, -0.01], [-0.05, 0.01, -0.02], [-0.18, -0.13, 0.23], [0.29, -0.08, 0.06], [-0.19, -0.12, 0.11], [0.05, 0.12, -0.03], [0.04, 0.00, 0.00], [-0.02, -0.03, -0.04], [-0.07, 0.10, -0.17], [0.00, 0.01, 0.01], [0.02, -0.01, 0.02], [0.00, 0.00, 0.01], [0.02, 0.01, -0.02], [0.01, 0.00, -0.01], [-0.01, 0.00, 0.00], [-0.02, -0.01, 0.00], [0.00, 0.00, 0.00], [0.00, 0.01, 0.00], [0.00, -0.10, 0.08], [0.33, 0.44, -0.11], [-0.17, -0.15, -0.04], [-0.04, -0.06, 0.01], [-0.08, -0.14, 0.03]], "mulliken_spin": [1.6954, 0.0005, 0.0006, 0.0008, -0.0001, 0.0001, 0.0002, -0.0014, 0.0001, -0.0057, -0.0035, -0.0014, -0.0006, -0.0003, 0.0021, 0.0034, 0.0341, -0.0003, 0.0001, 0.0000, 0.0000, 0.0000, -0.0002, 0.0000, 0.0000, 0.0030, -0.0001, 0.0001, -0.0004, -0.0009, 0.0000, 0.0004, 0.0004, 0.0021, 0.0047, -0.0002, 0.0478, -0.0015, 0.0368, -0.0015, 0.0045, 0.0002, 0.0035, 0.0000, 0.0000, -0.0005, 0.0005, 0.0000, 0.0000, 0.0006, 0.0000, -0.0001, 0.0502, -0.0251, 0.0520, -0.0009, 0.1004], "s_squared": 2.01, "fmax_ev_per_a": 0.56, "total_energy_ha": -4709.89093, "spin_multiplicity": 3, "charge": -1, "lumo_energy_ev": [2.4, 2.4]}